# C5H19N2O3

A cluster of 3 separate species, C5H19N2O3 in total at a distorted geometry (wB97M-V/def2-TZVPD, the Open Molecules 2025 dataset).

```
29
Properties=species:S:1:pos:R:3:forces:R:3:nbo_charge:R:1
C -1.87511 -0.47998 -0.72282 2.524 -0.264 1.501 -0.222
N -1.03522 -0.51270 0.49804 0.040 -0.357 -1.229 -0.681
C -0.46512 0.71719 0.93568 0.293 0.658 1.276 -0.274
C 1.09579 0.95572 0.76343 -0.407 -1.067 -0.895 0.098
C 1.84416 1.18621 2.04469 -0.016 -1.267 -0.678 -0.634
O 1.78100 -0.09888 0.01089 -0.460 -0.759 0.280 -0.742
C -0.90092 -0.22497 -1.86266 -1.323 0.603 0.294 -0.254
N 0.14770 -1.23751 -1.73451 1.146 0.574 1.454 -0.746
H -2.47914 0.38090 -0.60234 -1.537 0.234 -0.519 0.234
H -2.28306 -1.48249 -0.78824 -0.883 0.201 -0.275 0.203
H -1.21182 -1.26665 1.12562 -0.073 0.162 0.565 0.397
H -0.89928 1.58917 0.43683 -0.340 -0.415 -0.349 0.212
H -0.76231 0.90969 1.97526 0.424 -0.208 0.121 0.210
H 1.11667 1.72005 0.00805 0.592 0.947 0.194 0.184
H 1.73287 0.26311 2.60362 -0.520 -0.121 0.609 0.198
H 2.91490 1.16033 1.87959 0.201 1.006 -0.137 0.237
H 1.42407 2.01025 2.57835 0.215 0.583 0.519 0.236
H 2.01758 -0.87485 0.57537 -0.420 0.616 -0.035 0.517
H -0.50497 0.76709 -1.69555 0.527 0.119 -0.029 0.225
H -1.44129 -0.14012 -2.78380 0.068 -0.653 -0.847 0.230
H 0.80533 -0.74651 -0.93726 0.012 -0.725 -0.858 0.490
H 0.71952 -1.46293 -2.53922 -0.221 -0.078 -0.235 0.432
H -0.19614 -2.05429 -1.21682 0.091 0.018 -0.647 0.426
H -2.67178 3.08894 -0.99802 -0.278 0.327 0.317 0.486
H -2.22844 2.86735 -2.40381 -0.094 0.935 -2.062 0.481
O -2.18767 2.49050 -1.56014 0.338 -1.066 1.678 -0.959
H 1.47721 -2.47105 2.49864 0.149 -0.395 2.129 0.492
H 1.73988 -3.41381 1.26672 0.071 -0.017 0.616 0.497
O 1.48587 -2.53831 1.57604 -0.119 0.406 -2.756 -0.974
```
Forces are in eV/Å.

Properties
* total charge: +1
* 2S+1: 1
* maximum force: 2.9 eV/Å
* DFT total energy: -536.8741 hartree
* energy relative to the best compared isomer or geometry (same formula, charge and spin): 169.1 kJ/mol
* gap between HOMO and LUMO: 9.45 eV
* LUMO energy: -2.7 eV

***

# C5H19N2O4

A cluster of 4 separate species, C5H19N2O4 in total at a distorted geometry (wB97M-V/def2-TZVPD, the Open Molecules 2025 dataset).

```
30
Properties=species:S:1:pos:R:3:forces:R:3:nbo_charge:R:1
N -1.23538 -0.30864 2.03062 2.853 3.647 2.899 -0.685
C -1.61623 0.71876 1.06250 2.174 -1.497 -5.095 -0.250
C -0.33148 1.41392 0.43982 0.756 0.705 0.904 -0.244
N 0.67361 0.36111 0.00887 1.095 1.096 -0.345 -0.681
C 0.72624 -1.59694 -1.59703 2.127 1.984 -2.807 -0.641
C 0.42974 -0.01562 -1.40452 0.127 -3.383 0.698 -0.183
C 1.20375 0.73439 -2.49620 -0.445 1.261 0.338 0.409
O 0.99439 1.90160 -2.72758 0.017 -0.336 0.207 -0.496
H -2.02139 -0.77566 2.31590 -2.276 -1.945 1.014 0.426
H -0.78914 0.15690 2.90377 -1.195 -0.358 -1.261 0.447
H -0.43996 -0.92362 1.88312 0.040 -0.826 -1.373 0.483
H -2.38868 1.36277 1.35693 -0.707 0.930 1.031 0.241
H -2.01581 0.15841 0.15614 0.066 0.397 1.216 0.221
H 0.06859 2.04478 1.27601 0.162 -0.481 -0.881 0.216
H -0.55941 2.09161 -0.43978 -0.201 -0.827 1.198 0.258
H 1.72413 0.62239 0.07892 -2.621 -0.006 0.346 0.394
H 0.60310 -2.33048 -0.79488 -0.862 0.335 -0.673 0.203
H 0.26523 -1.78545 -2.62239 0.094 -0.672 1.642 0.241
H 1.83943 -1.68332 -1.88490 -1.311 0.084 0.652 0.210
H -0.63633 0.09089 -1.59681 0.187 0.313 -0.085 0.255
H 1.97618 0.23299 -3.09197 0.082 -0.555 0.092 0.137
H 1.53615 -0.69275 3.34530 0.931 1.133 -0.160 0.487
H 2.48627 0.57968 3.02297 0.346 -0.461 -0.051 0.496
O 1.63126 0.28827 3.33568 -1.418 -0.816 0.192 -0.977
H -2.66554 1.91787 -2.60493 -3.834 2.268 0.071 0.471
H -1.45979 1.71035 -3.40710 0.026 -0.209 0.528 0.490
O -1.91397 1.43056 -2.59190 3.495 -1.894 -0.630 -0.950
H 0.83702 -3.30235 1.72360 -0.738 1.702 -0.547 0.522
H 0.72139 -1.96533 0.76225 -0.027 -0.824 1.086 0.509
O 0.35661 -2.43708 1.55759 1.058 -0.766 -0.206 -1.008
```
Forces are in eV/Å.

Properties
* total charge: +1
* 2S+1: 1
* maximum force: 5.7 eV/Å
* DFT total energy: -612.0726 hartree
* energy relative to the best compared isomer or geometry (same formula, charge and spin): 317.9 kJ/mol
* gap between HOMO and LUMO: 9.67 eV
* LUMO energy: -2.9 eV

***

# C5H19NO5

A cluster of 4 separate species, C5H19NO5 in total at a distorted geometry (wB97M-V/def2-TZVPD, the Open Molecules 2025 dataset).

```
30
Properties=species:S:1:pos:R:3:forces:R:3:nbo_charge:R:1
C 0.89346 1.57467 -0.24232 -0.968 -0.107 -0.485 -0.437
C 0.65146 2.40781 1.00965 1.201 -1.236 0.142 -0.066
O 1.69405 2.10763 1.97462 0.531 1.203 -0.868 -0.737
C -0.35325 1.53284 -1.17491 1.897 -0.358 -0.961 -0.205
N -0.42100 0.19424 -1.74333 -1.127 -0.558 0.577 -0.659
C -1.58622 -0.17010 -2.55846 0.657 1.070 0.540 -0.248
C -2.51601 -1.18945 -1.93580 -0.538 -0.329 0.318 -0.083
O -2.25361 -2.49627 -2.45081 -0.445 0.406 -0.114 -0.724
H 1.14256 0.53893 -0.00544 -0.155 0.030 0.453 0.216
H 1.74313 1.93686 -0.83256 -0.015 0.259 0.264 0.195
H 0.62248 3.45335 0.72249 -0.159 0.348 0.371 0.174
H -0.24475 2.09580 1.54823 -0.241 0.241 -0.381 0.179
H 2.53789 2.44633 1.60376 -0.734 -0.389 0.471 0.471
H -0.14914 2.26135 -1.97961 -0.457 0.199 0.163 0.161
H -1.27026 1.81941 -0.67757 -0.259 -0.202 0.228 0.189
H 0.44704 -0.20988 -2.03852 0.209 0.244 -0.120 0.370
H -1.23687 -0.54587 -3.52078 -0.294 -0.032 -0.110 0.209
H -2.13171 0.76755 -2.71609 -0.121 -0.143 -0.275 0.182
H -3.56007 -0.93894 -2.12752 -0.062 -0.109 -0.642 0.170
H -2.51687 -1.18890 -0.83589 0.632 0.091 -0.161 0.176
H -1.73934 -2.95970 -1.80287 0.387 -0.422 0.393 0.471
H 0.09554 -0.54421 3.39028 0.342 -0.633 0.538 0.471
H 0.80423 0.55638 2.80220 0.932 0.692 -0.098 0.472
O 0.94491 -0.08663 3.49883 -1.054 -0.434 -0.250 -0.948
H 3.06744 -1.26516 0.84250 -0.368 -0.522 -0.365 0.468
H 2.60668 -1.80460 2.11727 -0.532 -0.348 -0.179 0.484
O 2.51726 -2.00323 1.16593 0.771 0.988 0.555 -0.951
H 0.11031 -2.27651 1.36668 0.898 0.346 -0.825 0.484
H 0.37772 -3.31735 2.48450 -0.335 0.580 -0.511 0.476
O -0.27702 -2.69635 2.11555 -0.593 -0.874 1.332 -0.960
```
Forces are in eV/Å.

Properties
* total charge: 0
* 2S+1: 1
* maximum force: 2.2 eV/Å
* DFT total energy: -632.8081 hartree
* energy relative to the best compared isomer or geometry (same formula, charge and spin): 161.6 kJ/mol
* gap between HOMO and LUMO: 9.08 eV
* LUMO energy: 0.5 eV
* SMILES: OCCCNCCO.O.O.O

***

# C5H19O8

A cluster of 7 separate species, C5H19O8 in total at a distorted geometry (wB97M-V/def2-TZVPD, the Open Molecules 2025 dataset).

```
32
Properties=species:S:1:pos:R:3:forces:R:3:nbo_charge:R:1
O -0.68907 -0.89925 1.74909 0.352 0.286 -0.751 -0.809
C -0.20098 0.05470 1.07630 -0.118 1.927 1.393 0.811
O 1.00633 0.40202 1.01647 -0.265 -0.862 0.010 -0.770
C -1.18231 1.04368 0.42476 -0.482 0.772 1.080 -0.504
C -1.66637 0.43054 -0.88603 -0.202 -1.589 -0.226 -0.480
C -2.29722 1.42703 -1.70577 -0.845 2.574 0.118 -0.141
C -2.89397 2.52754 -1.23936 0.071 0.583 -4.394 -0.436
H -0.82051 2.16591 0.35464 0.055 -2.506 -0.523 0.212
H -2.01683 1.22200 1.13184 0.101 -0.654 -0.313 0.212
H -2.33018 -0.50966 -0.85912 1.087 1.195 0.668 0.234
H -0.83835 0.16580 -1.53905 0.612 -0.580 0.511 0.241
H -1.99621 1.46937 -2.72931 -0.140 -0.255 -0.772 0.192
H -3.23525 2.68192 -0.27253 -0.360 0.418 1.659 0.190
H -3.05563 3.29975 -2.08000 -0.245 -0.898 1.846 0.187
H -0.62851 -2.43758 1.42120 0.836 -2.004 -1.492 0.498
H -0.83170 -4.05114 1.56338 0.273 0.122 0.141 0.467
O -0.49844 -3.38205 0.95984 -0.029 1.590 0.151 -1.030
H 1.82785 2.45900 -1.03858 1.122 0.317 -1.006 0.452
H 1.80306 1.54057 -0.04546 1.741 -0.953 -0.098 0.497
O 2.51217 1.83333 -0.72377 -2.939 0.717 1.384 -0.979
H -2.25733 -3.00247 1.96398 0.098 0.216 2.449 0.476
H -1.32461 -2.36958 3.01246 -0.935 -0.295 0.214 0.490
O -2.09866 -2.97683 2.97157 -0.180 0.219 -1.669 -0.973
H 1.53975 -1.33221 0.62921 2.567 -0.804 -2.350 0.502
H 1.59979 -2.60927 -0.15424 -0.050 -0.765 -0.321 0.471
O 2.15064 -1.82802 -0.10810 -2.216 1.491 2.489 -1.004
H 4.70132 0.34867 0.45138 -0.029 -1.433 -0.934 0.468
H 3.86217 1.35812 1.08114 -1.340 0.551 0.096 0.480
O 4.76386 1.14554 0.93283 1.511 0.833 0.877 -0.947
H 1.64542 0.22991 -1.77480 0.018 0.852 0.236 0.496
H 1.90865 -0.64222 -2.84658 0.063 -0.480 -0.754 0.462
O 1.54109 0.23488 -2.73740 -0.131 -0.585 0.281 -0.962
```
Forces are in eV/Å.

Properties
* total charge: -1
* 2S+1: 1
* maximum force: 4.4 eV/Å
* DFT total energy: -803.8563 hartree
* energy relative to the best compared isomer or geometry (same formula, charge and spin): 300.5 kJ/mol
* gap between HOMO and LUMO: 9.70 eV
* LUMO energy: 3.2 eV

***

# C5H20AgO9P

A structure of composition C5H20AgO9P at a distorted geometry (wB97M-V/def2-TZVPD, the Open Molecules 2025 dataset).

```
36
Properties=species:S:1:pos:R:3:forces:R:3:mulliken_spin:R:1
Ag -0.33436 -0.57502 -0.27253 0.242 -0.321 0.231 0.192
P -1.36230 -3.21411 -0.64783 -0.718 -2.204 0.971 -0.051
O -0.13397 -2.65684 0.19471 0.766 0.344 0.913 0.509
O -1.69861 -1.84726 -1.34738 -0.582 0.017 -1.043 0.266
O -2.51141 -3.63996 0.26873 0.530 0.576 -0.576 0.023
O -0.74722 -4.31993 -1.48936 -0.548 0.758 -0.446 0.077
C 1.07115 2.57412 -0.28564 0.652 -0.160 0.029 0.002
O -0.07234 1.79254 -0.58838 0.132 1.282 -0.143 -0.003
H 1.48214 2.19618 0.64893 -0.025 0.059 0.017 0.000
H 1.85899 2.47901 -1.04458 -0.120 -0.183 -0.053 0.000
H 0.88273 3.64795 -0.19160 -0.355 -0.086 0.137 0.000
H -0.62930 2.33597 -1.15693 -0.206 -0.446 -0.022 0.001
C 0.91819 0.09982 -3.72012 -0.513 -0.335 -0.230 -0.001
O 0.48896 -0.59102 -2.56115 0.691 0.231 -1.060 0.003
H 0.95299 1.17316 -3.53176 0.099 -0.006 0.251 0.000
H 1.89445 -0.24313 -4.07814 0.091 0.050 0.053 0.000
H 0.19181 -0.05207 -4.52645 0.110 0.082 -0.097 0.000
H 0.11978 -1.44506 -2.84121 -0.230 0.046 0.577 -0.001
C 0.31026 0.61039 3.17180 -0.333 0.304 -0.168 0.000
O -0.19829 -0.26014 2.18131 0.227 0.036 0.765 -0.010
H 0.54842 0.14040 4.13146 -0.044 -0.269 -0.110 0.000
H 1.22945 1.03313 2.76831 0.003 0.068 0.034 0.001
H -0.40090 1.42282 3.36464 0.134 0.100 0.050 0.000
H -0.98473 -0.71607 2.50447 0.112 -0.148 -0.187 0.000
C 2.86341 -0.92961 1.05047 0.693 -0.232 -0.074 0.001
O 2.05640 -0.53578 -0.04418 0.587 0.394 0.452 -0.012
H 2.27682 -0.97737 1.96101 -0.303 0.042 -0.140 0.000
H 3.30633 -1.91794 0.88827 -0.174 -0.029 -0.026 0.000
H 3.69949 -0.23012 1.19819 -0.137 0.061 0.084 0.000
H 2.63704 -0.35943 -0.78853 -0.215 -0.153 -0.208 0.003
C -3.36246 1.11937 0.98527 -0.424 -0.082 0.285 -0.001
O -2.50089 0.34786 0.17194 -1.403 0.282 0.501 0.001
H -4.39594 1.06506 0.62190 0.092 0.290 -0.172 0.000
H -3.43937 0.78605 2.03181 0.388 -0.195 -0.077 0.000
H -3.02579 2.15586 1.01341 0.042 0.002 -0.204 0.000
H -2.99093 -0.46880 -0.04084 0.738 -0.176 -0.315 -0.002
```
Forces are in eV/Å.

Properties
* total charge: -1
* 2S+1: 2
* maximum force: 2.5 eV/Å
* expectation value of S²: 0.76
* DFT total energy: -1367.9745 hartree
* energy relative to the best compared isomer or geometry (same formula, charge and spin): 2.9 kJ/mol
* gap between HOMO and LUMO (alpha / beta): 5.49 / 5.37 eV
* LUMO energy (alpha / beta): 2.4 / 2.4 eV

***

# C5H20ClO5

A cluster of 6 separate species, C5H20ClO5 in total (wB97M-V/def2-TZVPD, the Open Molecules 2025 dataset).

```
31
Properties=species:S:1:pos:R:3:forces:R:3:nbo_charge:R:1
Cl 0.40298 -0.13625 1.07739 -0.017 -0.033 -0.176 -0.894
C -1.56314 3.07554 1.96967 0.122 -0.298 -0.489 -0.239
O -1.82628 1.73867 2.32264 0.083 0.098 0.210 -0.759
H -2.41053 3.70005 2.25109 -0.031 -0.045 0.149 0.159
H -0.65144 3.45615 2.44468 -0.036 0.084 0.055 0.146
H -1.44139 3.15521 0.88127 0.032 0.158 0.047 0.160
H -1.10951 1.19413 1.93808 -0.202 -0.017 0.134 0.500
C -2.68960 -2.75020 0.95819 -0.270 0.217 -0.412 -0.248
O -1.36770 -2.91717 0.49375 -0.028 -0.145 0.131 -0.750
H -2.72326 -2.15736 1.87411 -0.090 -0.149 0.131 0.169
H -3.31536 -2.23916 0.21505 0.130 0.141 0.028 0.164
H -3.15272 -3.72940 1.10097 0.194 -0.060 0.268 0.152
H -0.84339 -2.16276 0.80090 0.110 0.039 -0.076 0.495
C -1.96094 0.40539 -1.96360 -0.082 -0.375 0.395 -0.251
O -2.44979 0.28508 -0.63000 0.136 0.019 -0.519 -0.749
H -2.69582 0.92617 -2.57722 -0.032 0.159 0.142 0.159
H -1.01372 0.95104 -1.95409 -0.005 0.037 -0.254 0.165
H -1.80990 -0.58747 -2.40365 0.165 0.078 -0.052 0.167
H -1.68528 -0.04576 -0.13149 -0.118 0.138 0.298 0.491
C 1.69672 -0.98638 -2.48103 -0.192 0.266 0.001 -0.246
O 1.00549 -1.88790 -1.64705 -0.055 0.080 -0.121 -0.749
H 1.81228 -1.43759 -3.46797 0.105 -0.156 0.066 0.155
H 1.12224 -0.06235 -2.63259 0.068 0.019 0.044 0.148
H 2.67499 -0.71708 -2.07133 0.036 -0.032 -0.057 0.173
H 0.73817 -1.39171 -0.85419 0.093 -0.154 0.059 0.495
C 4.51770 0.89441 0.78318 0.040 -0.186 -0.101 -0.242
O 3.66117 -0.15136 0.37490 0.198 0.229 0.156 -0.744
H 4.34443 1.17873 1.82517 -0.061 0.144 -0.028 0.159
H 5.55103 0.54815 0.71551 -0.035 -0.087 -0.070 0.161
H 4.41782 1.76587 0.12693 -0.013 0.134 0.138 0.150
H 2.76478 0.08532 0.66073 -0.246 -0.305 -0.098 0.503
```
Forces are in eV/Å.

Properties
* total charge: -1
* 2S+1: 1
* maximum force: 0.6 eV/Å
* DFT total energy: -1038.9318 hartree
* energy relative to the best compared isomer or geometry (same formula, charge and spin): 31.1 kJ/mol
* gap between HOMO and LUMO: 9.64 eV
* LUMO energy: 3.4 eV

***

Which value of total charge does entry 3 give? 0

***

What is the DFT total energy in the fourth record? -803.8563 hartree